1.
Formula: C9H10N3
Source: the OMol25 dataset
Level of theory: ωB97M-V/def2-TZVPD

```
22
Properties=species:S:1:pos:R:3:forces:R:3:lowdin_charge:R:1
N -1.635521 -0.443495 -0.444758 -0.7111 1.2531 0.4245 -0.176
N -2.470889 0.510257 -0.945656 -0.1208 -0.1507 -0.0649 0.140
C 2.389336 1.445360 0.086602 2.7378 2.4054 1.3828 -0.109
C 1.804797 -1.255333 -0.203165 -2.4729 -2.1717 -1.2256 -0.088
C 2.997755 -0.873411 0.282681 3.8015 -1.7682 1.5069 -0.110
H 1.469159 -2.370713 -0.378750 0.9557 2.3761 0.4610 0.160
H -3.648714 -0.220348 2.096004 -0.5107 0.6147 -0.6820 0.131
C 3.297078 0.468741 0.454252 2.3196 0.3342 1.3037 -0.093
H 4.325008 0.781981 0.972256 -2.4650 -0.7658 -1.4443 0.163
C 0.955588 -0.222066 -0.527633 -4.3143 -1.6649 -1.6424 -0.112
H 2.854398 2.488583 0.292999 -1.7324 -1.5183 -0.7270 0.151
H 3.793283 -1.683388 0.568503 -1.6435 1.6813 -0.5286 0.158
H -2.309483 0.995671 -1.854001 -0.0533 -0.9248 1.0222 0.216
C -3.412334 0.722430 -0.024993 -1.8413 0.8718 0.5946 -0.042
H -1.505379 -1.464801 1.370158 0.1616 0.2768 -0.0861 0.154
N -0.600005 -0.829606 -1.191218 4.9326 1.9614 0.2707 0.117
C -2.010183 -0.691252 0.803371 -0.5040 -1.4473 0.5233 0.000
H 0.395654 1.977640 -0.774506 1.7733 -2.3531 0.9462 0.165
C -3.214130 -0.052389 1.112125 1.9552 -0.2879 -0.5871 0.020
H -4.251069 1.391681 -0.203862 0.4334 -0.0297 -0.1736 0.145
C 1.155424 1.120729 -0.410586 -2.0848 2.2089 -1.3206 -0.074
H -0.379764 -1.796263 -1.079831 -0.6167 -0.9014 0.0463 0.082
```
Positions in Å, forces in eV/Å.

Calculated values
* energy relative to the best compared isomer or geometry (same formula, charge and spin): 48.3 kcal/mol
* molecular weight: 160.2 Da
* frontier orbital gap: 0.3462 hartree
* largest force on an atom: 5.3 eV/A
* highest occupied orbital energy: -0.47839 hartree
* SMILES string: c1ccc(N[n+]2ccc[nH]2)cc1
* total charge: +1
* LUMO energy: -3.60 eV

2.
Formula: C9H10N4Sn
Source: the OMol25 dataset
Level of theory: ωB97M-V/def2-TZVPD

```
24
Properties=species:S:1:pos:R:3:forces:R:3:lowdin_charge:R:1
C -0.430056 1.708248 -0.383366 0.6401 -0.2465 -0.1832 -0.257
N -2.892841 0.546209 -0.564725 1.9261 0.3123 -0.0825 -0.137
N -0.177357 -0.717415 6.236706 0.3741 0.8046 -1.6983 0.090
H -0.661924 2.156570 0.559894 0.0284 -0.1876 0.5614 0.110
H 1.731456 1.164834 -0.252090 -0.1625 0.0627 -0.0160 0.112
H 2.609673 -2.087662 0.318021 -0.6587 0.2969 -0.4296 0.064
Sn -0.907776 -0.623642 -0.017009 -1.7583 1.3725 1.1315 1.321
C -0.604476 1.390610 -2.663518 0.7936 -1.9474 -0.0840 -0.063
N 0.410887 0.462452 4.120246 -0.1066 -0.4085 -0.5416 0.079
C 0.334587 -0.017930 2.947982 0.0779 0.8400 -0.0293 -0.325
C 1.911748 -2.024124 -0.534311 -1.8236 -0.6421 0.1416 -0.052
H -3.152009 -0.264900 -1.157915 0.2192 0.6033 -0.6197 -0.082
H 1.527223 0.757590 -2.898978 -0.3672 0.1887 0.1898 0.107
C 0.707694 1.068456 -2.246960 -1.3157 0.5894 -1.6637 -0.121
C 0.834100 1.277738 -0.846406 -1.5653 0.8716 0.3886 -0.161
C 0.543898 -2.360350 -0.413655 3.4586 -2.1901 -1.8262 -0.416
H 2.355338 -1.758618 -1.518051 -0.5647 -0.0900 0.8307 0.062
C 0.079801 -0.207728 5.213122 -0.3368 -0.9042 1.8395 -0.390
H -2.351683 2.245180 -1.596445 1.1540 0.2106 0.4620 0.117
H -0.984888 1.349450 -3.714644 0.4107 -0.0528 1.2173 0.119
C -1.430332 1.641714 -1.466894 -1.2392 0.1284 -0.7020 -0.277
H 0.015255 -2.569110 -1.399579 0.6929 0.0280 1.5207 0.055
N 0.355441 -0.228677 1.781784 -0.2910 -0.3314 0.6466 -0.017
H 0.176230 -2.908892 0.496781 0.4137 0.6916 -1.0537 0.062
```
Positions in Å, forces in eV/Å.

Calculated values
* energy relative to the best compared isomer or geometry (same formula, charge and spin): 63.5 kcal/mol
* molecular weight: 292.9 Da
* frontier orbital gap: 0.2201 hartree
* largest force on an atom: 4.5 eV/A
* highest occupied orbital energy: -0.28701 hartree
* total charge: 0
* LUMO energy: -1.82 eV

3.
Formula: C9H10N5
Source: the OMol25 dataset
Level of theory: ωB97M-V/def2-TZVPD

```
24
Properties=species:S:1:pos:R:3:forces:R:3:lowdin_charge:R:1
N -0.878192 -1.233787 -0.223253 0.0838 -1.3679 0.8538 0.163
H -1.236244 1.110700 1.554018 -0.8205 0.1229 -1.0943 0.169
C -1.338290 1.127355 0.416285 2.7333 1.2720 0.1156 -0.103
C -2.170553 -1.423735 -0.103288 0.2339 1.0228 -1.2252 0.014
H -2.448777 -2.430846 -0.288768 -0.4659 -0.9553 0.2311 0.127
H 1.256181 -2.543073 -0.135500 -1.2474 0.2542 -0.3421 0.087
C 4.423746 -0.103089 -0.001056 -1.0300 -0.4578 0.0700 -0.176
H 2.834689 -2.399886 0.195240 0.4510 0.8107 0.0675 0.125
H -4.233446 -0.664447 -0.490943 1.7310 0.2015 0.7916 0.164
H 3.125485 2.505482 -0.051740 -0.0790 0.5675 -0.6322 0.137
C -3.238869 -0.392377 0.024466 -0.8789 0.2753 1.0056 -0.129
H -0.797835 2.131925 0.106873 -1.1011 -2.1283 0.6849 0.155
C 2.544237 1.620473 -0.206798 -0.0684 -1.8077 0.6288 0.007
H -3.264037 1.724612 0.323975 -1.4272 1.2499 -0.1652 0.100
H -3.432945 -0.360361 1.151223 -0.1929 -0.5019 -1.0380 0.168
H -2.545459 1.214302 -1.360094 -0.7858 0.1198 1.7072 0.163
N 1.252253 1.595433 -0.369449 0.3095 2.6296 0.6758 0.084
N 5.408944 -0.674737 -0.038791 1.4031 -0.3671 0.0636 0.194
C 1.957439 -0.522916 -0.086486 2.0906 -2.8089 0.0947 -0.186
C -0.406806 -0.027570 0.032148 -1.4236 3.7957 -1.1866 -0.166
C -2.718841 1.030522 -0.238611 2.0857 -1.7349 -1.1757 -0.160
N 1.974925 -1.889907 0.052236 0.1195 0.9869 0.0660 0.202
N 0.856842 0.325002 -0.236868 -0.3170 -2.8595 0.2552 0.006
C 3.075554 0.280923 -0.024815 -1.4036 1.6805 -0.4523 -0.145
```
Positions in Å, forces in eV/Å.

Calculated values
* energy relative to the best compared isomer or geometry (same formula, charge and spin): 27.1 kcal/mol
* molecular weight: 188.2 Da
* frontier orbital gap: 0.2370 hartree
* largest force on an atom: 4.2 eV/A
* highest occupied orbital energy: -0.46353 hartree
* SMILES string: N#CC1=C(N)/[N+](=C2/CCCC=N2)N=C1
* total charge: +1
* LUMO energy: -6.16 eV

4.
Formula: C9H10N5PtSSe
Source: the OMol25 dataset
Level of theory: ωB97M-V/def2-TZVPD

```
27
Properties=species:S:1:pos:R:3:forces:R:3:lowdin_charge:R:1
S 0.205796 0.135999 3.520367 -0.3220 0.1305 -0.0294 0.663
C -1.046291 -0.476385 -0.446808 0.0498 0.0025 -0.0167 -0.212
C 3.840265 1.126503 1.272602 -0.0502 -0.0739 -0.0141 -0.813
C 0.908711 0.795650 -3.412200 -0.0087 -0.0042 0.0129 -0.008
C -0.041100 0.218995 -1.298340 -0.0124 -0.0774 0.0775 -0.201
N -1.935467 -1.322682 4.028018 -0.0098 0.0112 0.0209 0.139
H -2.756505 -0.586946 -1.704152 -0.0011 0.0037 0.0047 0.110
C -2.163311 -1.244046 -1.067329 0.0175 -0.0113 -0.0003 0.015
C -0.095322 0.172791 -2.672238 0.0199 -0.0121 -0.0617 0.016
H -1.686579 -1.191793 4.995468 -0.0005 -0.0067 -0.0003 0.123
H -0.900000 -0.345411 -3.172956 0.0024 0.0046 -0.0007 0.121
N -1.577100 -0.930230 1.801525 0.0052 0.0452 0.0401 0.030
H -1.760847 -2.042931 -1.691759 -0.0027 -0.0005 0.0019 0.112
Se 2.573823 2.181347 2.100153 0.0507 0.0825 0.0489 0.542
Pt 0.713435 0.785425 1.408571 0.5091 -0.3738 0.0594 0.629
H -2.730939 -1.904582 3.823737 0.0064 -0.0088 -0.0015 0.130
H 2.698684 1.951234 -0.792802 -0.0012 0.0320 0.0243 0.077
H -2.425805 -1.419928 1.562001 0.0069 -0.0086 -0.0047 0.153
C 1.921619 1.455130 -1.354073 -0.0146 0.0307 -0.0205 -0.085
H 2.739034 1.914625 -3.275829 0.0033 0.0021 0.0052 0.128
H -2.834468 -1.697192 -0.342951 -0.0046 -0.0009 -0.0028 0.076
N 4.588827 0.459318 0.702874 0.0109 0.0378 -0.0197 0.062
N 0.961615 0.871814 -0.649524 -0.3134 0.1181 -0.0294 -0.065
N -0.822313 -0.359723 0.811956 -0.0541 0.1100 -0.0568 -0.125
C 1.931544 1.431008 -2.746010 -0.0031 -0.0086 0.0172 0.006
C -1.189021 -0.749349 3.092443 0.1144 -0.0151 -0.0546 -0.750
H 0.881715 0.771356 -4.492746 0.0020 -0.0091 0.0000 0.127
```
Positions in Å, forces in eV/Å.

Calculated values
* energy relative to the best compared isomer or geometry (same formula, charge and spin): 0.0 kcal/mol
* molecular weight: 494.3 Da
* frontier orbital gap: 0.2399 hartree
* largest force on an atom: 0.6 eV/A
* highest occupied orbital energy: -0.40930 hartree
* total charge: +1
* LUMO energy: -4.61 eV

Among the records above, which one has the lowest total charge?
C9H10N4Sn